[1]
Formula: C36H53CsF6N7O5S3SbSi3
Source: the OMol25 dataset
Level of theory: ωB97M-V with the def2-TZVPD basis set

Computed properties:
HOMO-LUMO gap = 7.7 eV

Positions of all 115 atoms, in Å:
Cs (-1.421, -1.529, 1.674)
C (9.457, 7.988, 0.116)
O (9.537, 6.630, -0.278)
C (8.464, 5.840, -0.027)
C (7.288, 6.274, 0.578)
C (6.253, 5.377, 0.789)
C (6.363, 4.044, 0.409)
C (7.547, 3.625, -0.199)
C (8.584, 4.508, -0.416)
C (5.247, 3.137, 0.673)
N (4.127, 3.478, 1.267)
C (3.383, 2.330, 1.335)
C (4.058, 1.279, 0.766)
N (5.249, 1.809, 0.336)
C (3.536, -0.044, 0.707)
C (4.202, -1.128, 0.124)
C (3.603, -2.363, 0.132)
C (2.342, -2.484, 0.720)
N (1.698, -1.484, 1.282)
C (2.263, -0.270, 1.288)
C (1.533, 0.842, 1.902)
N (0.327, 0.589, 2.429)
C (-0.385, 1.592, 2.898)
C (0.088, 2.907, 2.953)
C (1.340, 3.180, 2.465)
C (2.086, 2.138, 1.906)
H (10.405, 8.438, -0.163)
H (9.316, 8.082, 1.196)
H (8.646, 8.506, -0.401)
H (7.165, 7.301, 0.889)
H (5.338, 5.707, 1.262)
H (7.682, 2.596, -0.511)
H (9.504, 4.186, -0.885)
H (5.997, 1.320, -0.121)
H (5.180, -0.996, -0.324)
H (4.085, -3.227, -0.304)
H (1.852, -3.454, 0.753)
H (-1.383, 1.355, 3.257)
H (-0.540, 3.688, 3.362)
H (1.756, 4.179, 2.478)
F (-5.619, -3.478, 1.579)
C (-5.981, -2.267, 1.131)
F (-6.579, -2.442, -0.064)
F (-6.905, -1.783, 1.970)
S (-4.532, -1.060, 0.975)
O (-3.616, -1.884, 0.124)
O (-4.035, -1.074, 2.374)
N (-2.741, 0.513, -1.895)
S (-1.761, 0.811, -0.768)
O (-0.679, -0.184, -0.683)
O (-2.324, 1.128, 0.518)
C (-0.937, 2.421, -1.196)
F (-1.712, 3.446, -0.865)
F (0.223, 2.550, -0.554)
F (-0.689, 2.516, -2.505)
C (-2.496, 0.512, 5.756)
N (-1.595, -0.601, 6.047)
C (-0.253, -0.190, 6.425)
C (-1.778, -1.816, 5.437)
S (-0.476, -2.697, 4.846)
N (-3.057, -2.255, 5.370)
C (-4.101, -1.799, 6.273)
C (-3.469, -3.351, 4.509)
H (-1.902, 1.359, 5.409)
H (-3.058, 0.832, 6.636)
H (-3.194, 0.243, 4.964)
H (-0.339, 0.624, 7.146)
H (0.324, 0.152, 5.560)
H (0.277, -1.022, 6.879)
H (-3.669, -1.279, 7.122)
H (-4.637, -2.675, 6.644)
H (-4.824, -1.149, 5.775)
H (-2.598, -3.769, 4.016)
H (-4.178, -2.985, 3.766)
H (-3.928, -4.135, 5.115)
C (-5.513, -1.750, -4.631)
Si (-4.041, -0.611, -4.837)
C (-3.269, -0.844, -6.527)
C (-4.490, 1.171, -4.504)
Sb (-2.345, -1.146, -2.947)
Si (0.140, -1.211, -3.770)
C (1.049, 0.400, -3.552)
C (1.040, -2.499, -2.752)
C (0.154, -1.698, -5.584)
Si (-2.692, -3.558, -2.093)
C (-2.191, -4.363, -3.736)
C (-4.436, -4.121, -1.764)
C (-1.488, -4.121, -0.776)
H (-6.288, -1.477, -5.353)
H (-5.942, -1.654, -3.631)
H (-5.261, -2.798, -4.801)
H (-4.016, -0.617, -7.292)
H (-2.927, -1.867, -6.693)
H (-2.427, -0.166, -6.677)
H (-5.336, 1.468, -5.130)
H (-3.656, 1.839, -4.725)
H (-4.755, 1.309, -3.456)
H (1.046, 0.731, -2.516)
H (0.699, 1.203, -4.198)
H (2.089, 0.187, -3.827)
H (1.037, -2.190, -1.704)
H (2.083, -2.522, -3.083)
H (0.645, -3.511, -2.833)
H (-0.235, -0.899, -6.216)
H (-0.415, -2.606, -5.790)
H (1.190, -1.880, -5.883)
H (-2.872, -4.075, -4.543)
H (-2.279, -5.448, -3.622)
H (-1.170, -4.153, -4.057)
H (-5.178, -3.652, -2.409)
H (-4.701, -3.939, -0.727)
H (-4.473, -5.199, -1.949)
H (-0.532, -3.600, -0.761)
H (-1.275, -5.165, -1.034)
H (-1.904, -4.122, 0.231)

***

[2]
Formula: C36H53F5I2O10PS
Source: the OMol25 dataset
Level of theory: ωB97M-V with the def2-TZVPD basis set

Computed properties:
HOMO-LUMO gap = 6.4 eV
total charge = -1

Positions of all 108 atoms, in Å:
C (-5.356, 7.760, 0.605)
C (-4.890, 6.454, 0.944)
C (-4.304, 4.970, 1.456)
C (-4.518, 3.928, 0.252)
C (-3.444, 2.847, -0.165)
C (-2.222, 2.349, 0.791)
S (-2.583, 1.602, 2.505)
O (-3.496, 0.348, 2.203)
O (-1.299, 0.956, 3.164)
C (-3.372, 2.586, 3.813)
F (-2.887, 3.993, 4.031)
F (-2.946, 1.940, 5.125)
C (-5.035, 2.457, 3.960)
F (-5.350, 1.257, 4.823)
F (-5.556, 3.630, 4.756)
F (-5.741, 2.236, 2.689)
O (-2.031, 1.002, 0.107)
P (-0.413, 0.560, -0.337)
C (-1.086, -0.658, -1.702)
C (0.083, -1.199, -2.718)
C (-0.398, -2.398, -3.741)
O (0.360, -2.362, -5.035)
C (1.796, -2.583, -4.802)
C (-0.169, -0.904, 0.863)
O (0.570, -2.056, 0.342)
C (0.951, -2.824, 1.575)
C (2.238, -2.407, 2.543)
C (2.675, -3.173, 3.922)
C (3.925, -2.726, 4.904)
C (1.779, -4.463, 4.388)
C (0.535, -4.917, 3.428)
C (0.083, -4.141, 2.016)
C (-1.184, -4.810, 1.237)
C (-0.676, -6.134, 0.350)
C (-2.116, -3.805, 0.354)
O (0.219, 1.837, 0.733)
C (-0.676, 2.985, 0.551)
C (-0.221, 3.860, 1.913)
O (0.804, 4.874, 1.625)
C (2.166, 4.343, 1.612)
C (2.761, 3.062, 2.435)
O (3.064, 5.026, 0.848)
C (-0.428, 4.144, -0.559)
I (-1.686, 5.983, -0.787)
C (0.711, 4.197, -1.562)
C (0.884, 5.441, -2.670)
I (2.295, 2.722, -1.678)
H (-5.992, 8.770, 0.592)
H (-3.205, 5.193, 1.793)
H (-4.917, 4.769, 2.451)
H (-5.570, 3.387, 0.434)
H (-4.741, 4.590, -0.723)
H (-2.944, 3.183, -1.198)
H (-4.061, 1.871, -0.484)
H (0.867, 0.138, -0.863)
H (-0.510, 1.513, -1.450)
H (-1.800, 0.031, -2.367)
H (-1.777, -1.487, -1.250)
H (1.055, -1.599, -2.178)
H (0.451, -0.306, -3.407)
H (-0.125, -3.458, -3.269)
H (-1.551, -2.340, -3.977)
H (2.279, -3.227, -5.683)
H (2.389, -1.555, -4.787)
H (2.055, -3.122, -3.796)
H (0.414, -0.453, 1.802)
H (-1.250, -1.169, 1.290)
H (2.879, -1.449, 2.238)
H (4.294, -3.575, 5.622)
H (3.493, -1.869, 5.613)
H (4.770, -2.236, 4.258)
H (2.069, -5.026, 5.377)
H (-0.090, -5.871, 3.784)
H (-1.890, -5.276, 2.079)
H (0.138, -5.723, -0.383)
H (-0.316, -6.991, 1.060)
H (-1.640, -6.539, -0.222)
H (-2.549, -2.876, 0.918)
H (-1.530, -3.558, -0.632)
H (-3.066, -4.440, 0.008)
H (-1.197, 4.472, 2.193)
H (0.011, 3.176, 2.831)
H (2.779, 2.048, 1.821)
H (2.149, 2.957, 3.427)
H (3.893, 3.265, 2.754)
H (1.790, 5.276, -3.392)
H (-0.083, 5.527, -3.365)
H (1.035, 6.473, -2.124)
C (1.160, -9.265, -1.894)
C (0.241, -9.615, -0.754)
O (-0.340, -8.742, -0.110)
C (0.059, -11.074, -0.433)
H (1.194, -8.176, -2.011)
H (2.169, -9.626, -1.682)
H (0.785, -9.705, -2.822)
H (1.020, -11.516, -0.155)
H (-0.364, -11.595, -1.295)
H (-0.630, -11.177, 0.412)
C (5.622, 6.216, -5.954)
C (4.731, 5.788, -4.818)
O (3.613, 5.320, -5.025)
C (5.263, 5.954, -3.420)
H (5.108, 6.039, -6.905)
H (5.844, 7.283, -5.870)
H (6.546, 5.633, -5.942)
H (5.468, 7.009, -3.223)
H (6.171, 5.359, -3.294)
H (4.513, 5.603, -2.703)

***

Number 1: energy -5085.88373 Eh, LUMO energy 0.08 eV, E_HOMO -7.575 eV. Number 2: energy -3989.11684 Eh, LUMO energy 1.52 eV, E_HOMO -4.859 eV.